1.
The following is a DFT calculation (ωB97M-V/def2-TZVPD) of a single C8H14N2O2 molecule in a non-equilibrium geometry.

Calculated values
* ΔE to the lowest compared entry with this formula, charge and spin: 333.2 kJ/mol
* HOMO-LUMO gap: 8.87 eV
* net charge: 0
* electronic energy: -573.08131 a.u.
* SMILES: CN(C)C(=O)[C@@]1(C)CCC=[N+]1[O-]
* LUMO: 0.635 eV

CARTESIAN COORDINATES (ANGSTROEM)
C: 3.015 0.323 -0.854
C: 0.018 1.261 -0.104
C: 2.117 -0.532 -1.700
C: 1.274 -1.148 -0.580
C: 1.128 0.010 0.458
C: 0.848 -0.103 2.002
C: -2.308 1.888 -0.449
C: -1.850 -0.378 0.314
N: 2.481 0.625 0.305
N: -1.266 0.861 -0.144
O: 3.012 1.246 1.214
O: 0.410 2.317 -0.534
H: 4.016 0.844 -1.137
H: 1.473 0.101 -2.456
H: 2.679 -1.402 -2.235
H: 0.165 -1.479 -0.807
H: 1.817 -2.022 -0.129
H: 0.950 -1.165 2.505
H: -0.183 0.192 2.184
H: 1.532 0.565 2.296
H: -3.067 1.594 -1.183
H: -2.873 2.101 0.465
H: -1.712 2.802 -0.860
H: -2.242 -0.082 1.287
H: -2.661 -0.611 -0.335
H: -1.138 -1.333 0.390

---

2.
The following is a DFT calculation (ωB97M-V/def2-TZVPD) of 4 unconnected molecules or ions with the total composition C2H13N2O3 in a non-equilibrium geometry.

Calculated values
* ΔE to the lowest compared entry with this formula, charge and spin: 171.8 kJ/mol
* HOMO-LUMO gap: 11.24 eV
* net charge: +1
* electronic energy: -418.96299 a.u.
* LUMO: -3.128 eV

CARTESIAN COORDINATES (ANGSTROEM)
C: 1.409 1.257 -1.630
N: 0.422 1.329 -0.521
C: 0.291 0.136 0.097
N: -0.523 -0.033 1.166
H: 1.302 0.194 -2.200
H: 2.460 1.200 -1.393
H: 1.272 2.155 -2.454
H: 0.016 2.189 -0.185
H: 0.786 -0.722 -0.364
H: -1.196 0.563 1.295
H: -0.578 -0.950 1.537
H: -1.572 3.307 1.681
H: -0.527 2.327 2.310
O: -0.973 2.618 1.482
H: -2.081 -2.102 -2.335
H: -1.522 -2.835 -1.056
O: -1.405 -2.066 -1.546
H: 0.044 -2.964 1.238
H: 1.408 -2.925 1.812
O: 0.967 -2.678 1.065

---

3.
The following is a DFT calculation (ωB97M-V/def2-TZVPD) of a single C2H6N2S molecule in a non-equilibrium geometry.

Calculated values
* ΔE to the lowest compared entry with this formula, charge and spin: 308.0 kJ/mol
* HOMO-LUMO gap: 9.65 eV
* net charge: 0
* electronic energy: -587.38670 a.u.
* SMILES: NN1C[C@@H]1S
* LUMO: 0.730 eV

CARTESIAN COORDINATES (ANGSTROEM)
C: -0.967 -0.084 0.215
C: -0.208 -0.270 -1.025
N: 0.486 -0.289 0.178
N: 1.446 0.674 0.446
S: -0.134 -2.130 -2.127
H: -1.374 0.910 0.385
H: -1.525 -0.889 0.669
H: -0.099 0.475 -1.794
H: 1.722 0.625 1.420
H: 1.167 1.625 0.203
H: 0.074 -2.836 -1.021

---

4.
The following is a DFT calculation (ωB97M-V/def2-TZVPD) of a molecular structure, C22H28As2N3O5RhTe4.

Calculated values
* ΔE to the lowest compared entry with this formula, charge and spin: 2.9 kJ/mol
* HOMO-LUMO gap (spin up / spin down): 5.39 / 5.39 eV
* net charge: 0
* electronic energy: -7049.72286 a.u.
* LUMO (spin up / spin down): -1.450 / -1.450 eV

CARTESIAN COORDINATES (ANGSTROEM)
Rh: 1.516 -1.075 -0.619
Te: 3.208 -2.789 -1.707
Te: 4.143 -4.640 -0.122
Te: -0.664 -2.413 -4.044
Te: 0.461 -3.167 -1.809
C: 3.030 -2.367 2.498
As: 1.373 -1.986 1.568
C: 0.316 -3.522 2.044
C: 0.729 -0.457 2.574
C: -0.215 -0.545 3.586
C: -0.625 0.603 4.252
C: -0.084 1.832 3.909
C: 0.865 1.922 2.897
C: 1.273 0.780 2.222
As: 2.452 0.848 0.675
C: 2.167 2.621 -0.038
C: 4.229 1.104 1.430
H: 2.918 -2.057 3.536
H: 3.859 -1.845 2.029
H: 3.229 -3.432 2.431
H: 0.396 -3.687 3.118
H: 0.755 -4.369 1.517
H: -0.722 -3.415 1.743
H: -0.644 -1.504 3.854
H: -1.374 0.536 5.029
H: -0.410 2.729 4.419
H: 1.261 2.892 2.623
H: 1.101 2.786 -0.187
H: 2.686 2.683 -0.995
H: 2.593 3.357 0.643
H: 4.177 1.886 2.188
H: 4.894 1.421 0.627
H: 4.622 0.195 1.877
N: 1.776 0.022 -2.392
C: 1.131 0.663 -3.112
N: 0.379 1.415 -3.852
C: 0.143 1.159 -5.278
C: -1.341 1.325 -5.549
O: -1.801 2.590 -5.107
C: -1.648 2.720 -3.704
C: -0.185 2.661 -3.308
H: 0.467 0.146 -5.507
H: 0.721 1.880 -5.863
H: -1.891 0.522 -5.044
H: -1.533 1.271 -6.620
H: -2.196 1.926 -3.183
H: -2.074 3.681 -3.419
H: -0.103 2.642 -2.222
H: 0.362 3.510 -3.726
O: -1.391 2.191 -0.267
C: -1.110 1.013 -0.044
O: 0.019 0.492 -0.346
C: -2.163 0.135 0.590
C: -3.117 0.715 1.418
C: -4.095 -0.062 2.022
C: -4.155 -1.424 1.772
C: -3.214 -1.977 0.922
C: -2.211 -1.227 0.337
N: -3.295 -3.418 0.618
O: -4.184 -4.059 1.141
O: -2.492 -3.874 -0.175
H: -3.075 1.785 1.574
H: -4.824 0.395 2.678
H: -4.917 -2.054 2.209
H: -1.495 -1.687 -0.326

---

5.
The following is a DFT calculation (ωB97M-V/def2-TZVPD) of 2 unconnected molecules or ions with the total composition C5H9NO2 in a non-equilibrium geometry.

Calculated values
* ΔE to the lowest compared entry with this formula, charge and spin: 585.2 kJ/mol
* HOMO-LUMO gap (spin up / spin down): 7.77 / 7.74 eV
* net charge: 0
* electronic energy: -400.95386 a.u.
* LUMO (spin up / spin down): -0.632 / 0.283 eV

CARTESIAN COORDINATES (ANGSTROEM)
C: 0.734 -0.123 -0.423
C: -0.187 0.825 0.239
C: 0.439 -1.605 -0.489
C: -1.579 0.377 0.622
C: 1.005 0.433 1.324
N: -0.109 0.659 -2.136
O: 0.178 1.675 -2.616
O: 2.021 1.084 1.500
H: 1.687 0.214 -0.815
H: -0.034 1.877 0.026
H: 0.585 -0.221 2.108
H: 0.325 -2.044 0.504
H: 1.248 -2.122 -1.001
H: -0.487 -1.816 -1.026
H: -1.561 -0.464 1.317
H: -2.111 1.189 1.117
H: -2.153 0.061 -0.251

---

6.
The following is a DFT calculation (ωB97M-V/def2-TZVPD) of a gas-phase ion, C6H13BFN4O2 (charge +1) in a non-equilibrium geometry.

Calculated values
* HOMO-LUMO gap: 11.14 eV
* net charge: +1
* electronic energy: -730.53753 a.u.
* SMILES: CN1CCN/C1=[N+](/CC(=O)F)B(N)O
* LUMO: -3.181 eV

CARTESIAN COORDINATES (ANGSTROEM)
C: 0.831 -1.888 1.400
N: 0.789 -1.335 0.031
C: 0.529 -2.363 -1.017
C: 0.223 -1.454 -2.173
N: -0.710 -0.545 -1.445
C: -0.060 -0.325 -0.264
N: -0.258 0.775 0.444
C: 0.571 1.104 1.604
C: 2.039 1.159 1.218
O: 2.478 1.330 0.145
F: 2.809 0.991 2.307
B: -1.332 1.798 0.104
N: -0.870 3.136 -0.091
O: -2.637 1.397 0.171
H: 1.213 -2.903 1.317
H: -0.165 -1.913 1.846
H: 1.528 -1.345 2.036
H: -0.396 -2.869 -0.715
H: 1.339 -3.071 -1.164
H: -0.164 -1.888 -3.088
H: 1.129 -0.869 -2.365
H: -0.920 0.284 -1.989
H: 0.409 0.419 2.435
H: 0.289 2.100 1.948
H: -1.642 3.786 0.049
H: -0.509 3.337 -1.019
H: -3.030 0.996 -0.609

---

net charge of number 1 (C8H14N2O2)?
0